[1]
A single C5H14N2O molecule in a non-equilibrium geometry, computed with wB97M-V/def2-TZVPD.

Each line ends with the Mulliken charge.
Geometry (Å):
N  0.85441  0.54514  2.28658  -0.48
C  0.43588  1.54864  1.39983  -0.62
C  -0.98710  1.31332  0.85479  -0.55
N  -1.01418  -0.08959  0.32468  -0.20
C  -0.98216  -0.11682  -1.14934  -0.78
C  -0.25829  -1.38463  -1.64359  -0.49
C  1.04267  -1.62212  -0.89735  -0.32
O  1.98685  -0.62084  -1.36239  -0.52
H  0.30845  0.39213  3.18085  0.24
H  1.06971  -0.28107  1.67402  0.27
H  0.57730  2.48964  1.93872  0.36
H  1.02265  1.82153  0.50876  0.17
H  -1.68997  1.43545  1.64513  0.41
H  -1.32516  1.99853  -0.00074  0.28
H  -1.90625  -0.64171  0.63454  0.25
H  -0.46265  0.78770  -1.61901  0.41
H  -1.99006  -0.16213  -1.59910  0.27
H  -0.19429  -1.33500  -2.74125  0.31
H  -0.90619  -2.26010  -1.30524  0.28
H  1.70910  -2.47634  -1.36079  0.25
H  1.06734  -1.62604  0.21055  0.15
H  1.64197  0.28428  -0.97965  0.30

Cartesian forces (eV/Å) of the 2 atoms listed first:
N 1.5 -2.2 0.0
C -1.4 2.5 -0.3

The HOMO energy comes out at -8.96 eV. The value obtained for the frontier orbital gap is 9.89 eV. The calculated total energy is -383.5750 Ha. For the maximum force, the calculation gives 4.35 eV/Å. The charge is 0. As for the SMILES: NCCNCCCO.

[2]
A single C5H14N2O molecule in a non-equilibrium geometry, computed with wB97M-V/def2-TZVPD.

Each line ends with the Mulliken charge.
Geometry (Å):
C  -1.32736  0.90880  0.20674  -1.18
C  0.04130  0.27534  0.01539  0.33
C  0.22597  -0.71777  -1.16875  -0.93
C  -0.86924  -1.76665  -1.25433  -0.64
N  -1.48723  -2.28329  -0.01163  -0.62
N  1.23489  1.26321  -0.19464  -0.52
C  1.89767  1.33736  1.09671  -0.70
O  1.12391  1.89907  2.15388  -0.51
H  -1.87529  1.08426  -0.72184  0.28
H  -1.82702  0.37365  0.99334  0.32
H  -1.12988  1.96574  0.55844  0.37
H  0.16787  -0.31547  0.93636  0.27
H  0.63703  -0.38167  -2.13375  0.49
H  1.10583  -1.31173  -0.98714  0.46
H  -0.44672  -2.71333  -1.69547  0.31
H  -1.62330  -1.52392  -2.02964  0.27
H  -2.50255  -2.28504  -0.06585  0.27
H  -1.33873  -1.61589  0.73203  0.27
H  1.91074  0.77109  -0.79281  0.29
H  2.29671  0.39619  1.47876  0.40
H  2.85507  1.81672  0.93255  0.42
H  0.93032  2.82332  1.95166  0.34

Cartesian forces (eV/Å) of the 2 atoms listed first:
C 1.2 2.5 -0.4
C 1.7 0.0 -1.9

The HOMO energy comes out at -9.21 eV. The value obtained for the frontier orbital gap is 10.14 eV. The calculated total energy is -383.5905 Ha. For the maximum force, the calculation gives 3.09 eV/Å. The charge is 0. As for the SMILES: C[C@@H](CCN)NCO.

[3]
2 unconnected molecules or ions with the total composition C5H14N2O in a non-equilibrium geometry, computed with wB97M-V/def2-TZVPD.

Each line ends with the Mulliken charge.
Geometry (Å):
C  0.79178  -0.64254  0.61767  -1.43
C  0.35660  0.15157  -0.59814  1.07
C  0.40882  -0.49099  -1.76978  -0.60
N  0.52519  -1.94156  -1.81724  -0.69
C  0.17032  1.62431  -0.50753  -0.67
C  0.08034  2.31259  0.85705  -0.89
N  -0.97770  1.79135  1.72239  -0.52
H  0.04666  -1.26152  1.15607  0.19
H  1.09928  0.06911  1.38969  0.37
H  1.65742  -1.23432  0.33861  0.42
H  0.37179  -0.01104  -2.74102  0.42
H  1.51268  -2.14897  -1.68068  0.30
H  0.03592  -2.33683  -1.02104  0.28
H  -0.64049  2.05371  -1.10844  0.34
H  1.04997  2.08995  -0.99210  0.28
H  1.00685  2.37462  1.42134  0.37
H  -0.02956  3.39586  0.74488  0.31
H  -1.73718  1.44948  1.15799  0.24
H  -0.69528  1.14884  2.44179  0.27
O  -1.59349  -2.54402  0.36576  -0.65
H  -2.27041  -2.43218  -0.29688  0.30
H  -1.16949  -3.41741  0.31960  0.32

Cartesian forces (eV/Å) of the 2 atoms listed first:
C -0.3 0.8 1.1
C 0.1 -1.1 -0.2

The HOMO energy comes out at -8.48 eV. The value obtained for the frontier orbital gap is 9.14 eV. The calculated total energy is -383.6045 Ha. For the maximum force, the calculation gives 2.24 eV/Å. The charge is 0. As for the SMILES: C/C(=C\N)CCN.O.

[4]
2 unconnected molecules or ions with the total composition C5H14N2O in a non-equilibrium geometry, computed with wB97M-V/def2-TZVPD.

Each line ends with the Mulliken spin population.
Geometry (Å):
C  1.41085  0.67587  -0.45912  0.01
C  0.86182  -0.78170  -0.40767  0.00
C  -0.55546  -0.86983  0.13249  0.06
C  -1.65361  -0.11739  -0.60098  0.08
C  -2.48167  0.75521  0.12689  0.54
N  -1.60729  -0.13888  -1.91360  0.27
N  1.67598  -1.66120  0.38538  0.00
H  0.94600  1.18369  -1.32789  0.00
H  0.87038  1.22939  0.28983  0.00
H  2.46939  0.75564  -0.66723  0.00
H  0.77621  -1.03507  -1.47213  0.00
H  -0.96305  -1.88127  -0.01372  0.00
H  -0.66599  -0.66144  1.19128  0.00
H  -3.24596  1.41386  -0.26334  0.02
H  -2.40626  0.70634  1.20415  0.03
H  -2.30579  0.36355  -2.44804  -0.01
H  -0.75487  -0.35949  -2.41171  -0.01
H  1.58045  -1.53266  1.38195  0.00
H  2.64857  -1.56458  0.13133  0.00
H  1.88430  1.03977  2.58266  0.00
H  0.59150  1.55527  1.96143  0.00
O  0.92447  0.92490  2.59803  0.00

Cartesian forces (eV/Å) of the 2 atoms listed first:
C -2.5 0.0 -1.7
C 0.3 1.3 0.0

The HOMO energy (alpha / beta) comes out at -12.83 / -12.83 eV. The expectation value of S² is 0.76. The value obtained for the frontier orbital gap (alpha / beta) is 9.19 / 5.56 eV. The calculated total energy is -383.3316 Ha. The spin multiplicity is 2. For the maximum force, the calculation gives 3.01 eV/Å. The charge is +1.

[5]
A gas-phase ion, C5H14N2O (charge +3) in a non-equilibrium geometry, computed with wB97M-V/def2-TZVPD.

Each line ends with the Mulliken spin population.
Geometry (Å):
C  -1.28599  0.18266  -1.10906  0.06
O  -1.86358  -0.05151  -2.32086  0.61
C  -0.13990  -0.78922  -0.72851  0.08
C  0.46241  -0.53137  0.69932  0.01
C  0.71590  0.90513  1.10994  0.03
C  -0.21251  1.68730  1.66578  0.08
N  2.10736  1.42265  0.92701  0.00
N  -0.76055  -2.22681  -0.67496  0.01
H  -2.02652  0.44978  -0.35663  0.00
H  -0.75191  1.17887  -1.27579  0.13
H  -1.20873  -0.13221  -3.06355  -0.01
H  0.59524  -0.86524  -1.53813  0.00
H  1.28891  -1.23320  0.76996  0.01
H  -0.27663  -0.89174  1.41537  0.00
H  -1.21765  1.27290  1.67119  0.00
H  -0.02360  2.57176  2.27165  0.00
H  2.76717  1.06919  1.63391  0.00
H  2.11827  2.44935  0.96909  0.00
H  2.47821  1.22299  -0.00855  0.00
H  -1.55377  -2.18752  -0.02917  0.00
H  -1.14468  -2.55145  -1.57279  0.00
H  -0.06745  -2.95233  -0.45523  0.00

Cartesian forces (eV/Å) of the 2 atoms listed first:
C 0.5 0.9 -0.1
O 0.0 0.1 0.0

The HOMO energy (alpha / beta) comes out at -23.27 / -22.91 eV. The expectation value of S² is 0.76. The value obtained for the frontier orbital gap (alpha / beta) is 11.91 / 4.95 eV. The calculated total energy is -382.3343 Ha. The spin multiplicity is 2. For the maximum force, the calculation gives 1.37 eV/Å. The charge is +3.

[6]
2 unconnected molecules or ions with the total composition C5H14N2O2 in a non-equilibrium geometry, computed with wB97M-V/def2-TZVPD.

Each line ends with the Mulliken charge.
Geometry (Å):
C  0.78927  -2.28309  -1.34378  -1.00
N  0.73465  -0.93705  -0.74135  -0.22
C  -0.22261  -0.09568  -1.42087  -0.62
C  -0.34754  1.31903  -0.74585  -0.78
N  -0.07848  1.29861  0.67160  -0.13
C  -0.77317  0.59410  1.60015  0.65
C  -2.24523  0.44499  1.33515  -1.10
O  -0.21785  0.07421  2.55235  -0.63
H  -0.20263  -2.72049  -1.46917  0.33
H  1.34514  -2.92959  -0.68709  0.34
H  1.26998  -2.20064  -2.31494  0.31
H  0.40771  -1.09717  0.20530  0.22
H  -1.17212  -0.56029  -1.70889  0.41
H  0.19338  0.20199  -2.39766  0.38
H  -1.36587  1.61103  -0.94385  0.27
H  0.36168  1.98161  -1.20593  0.45
H  0.90294  1.32408  0.90049  0.23
H  -2.43867  -0.11947  0.42236  0.24
H  -2.79082  1.39453  1.31780  0.32
H  -2.76614  -0.03564  2.16521  0.34
O  3.02612  1.09313  0.96291  -0.69
H  2.72171  0.17204  1.01222  0.35
H  2.86855  1.46976  1.83385  0.33

Cartesian forces (eV/Å) of the 2 atoms listed first:
C -0.1 0.8 0.0
N -0.4 -0.9 0.1

The HOMO energy comes out at -9.40 eV. The value obtained for the frontier orbital gap is 10.26 eV. The calculated total energy is -458.8961 Ha. For the maximum force, the calculation gives 2.11 eV/Å. The charge is 0. As for the SMILES: CNCCNC(C)=O.O.